Entry 1:
A molecular structure, C42H98BF4N6O16Ti2. Source: OMol25; level of theory: ωB97M-V/def2-TZVPD.

Each line ends with the Mulliken charge.
Geometry (Å):
Ti 3.18 -1.02 2.32  0.257
Ti -2.32 1.52 -3.20  -0.200
F -1.72 1.64 -6.37  -0.314
F -2.17 0.00 -4.81  0.025
F -1.28 -0.52 -6.77  -0.287
F -0.12 0.52 -5.27  -0.312
O -0.20 5.41 -4.74  -0.428
O 0.96 -2.67 -2.92  -0.064
O -3.31 -4.43 2.48  -0.274
O -0.52 2.19 -1.96  0.065
O 0.13 -11.43 -0.24  -0.321
O 1.80 1.30 2.04  -0.993
O -1.48 -0.36 -2.04  -0.347
O 3.94 3.29 -2.32  -0.444
O -2.25 4.57 3.64  -0.430
O -3.91 -1.92 -2.88  -0.086
O -2.81 5.97 1.04  -0.441
O 5.19 4.16 2.09  -0.228
O 2.63 6.65 3.24  -0.173
O -3.22 -4.56 5.67  -0.396
O 0.82 -1.63 1.72  -1.004
O 1.62 -6.29 0.22  -0.453
N -1.55 -2.46 -4.50  0.708
N 1.88 -9.10 -0.27  -0.154
N 5.00 6.74 1.76  -0.021
N 2.19 5.21 -3.38  0.092
N -3.33 3.26 1.37  -0.134
N -2.36 -2.50 4.16  -0.076
C -1.65 5.27 4.80  -0.604
C -4.20 -2.33 -4.22  -0.691
C 0.95 -2.66 -4.36  -0.636
C -0.32 -1.00 -0.13  0.205
C -3.65 -2.25 5.02  -0.602
C 4.50 2.10 -1.76  -0.691
C 2.07 -10.33 -1.20  -0.703
C -1.58 3.39 3.16  -0.393
C -3.72 -5.87 5.94  -0.840
C -2.44 2.39 2.32  -0.246
C -4.24 -3.64 5.34  -0.435
C 1.87 -1.69 -2.41  -0.607
C 4.45 8.00 2.38  -0.903
C -0.11 1.39 -1.12  0.317
C 0.50 -8.46 -0.10  -0.361
C 1.50 -11.65 -0.61  -0.504
C 0.70 1.71 0.12  0.273
C 1.09 4.18 -3.25  -0.565
C -2.78 3.71 -0.03  0.414
C -3.55 -3.18 2.00  -0.700
C -0.88 -11.74 -1.28  -0.700
C -4.16 -5.44 1.99  -0.835
C -2.94 -3.07 -4.70  -0.887
C 2.97 5.47 -2.08  -1.214
C 0.18 4.08 -4.47  0.118
C 5.35 2.75 2.30  -0.786
C 3.55 4.25 -1.38  0.610
C -2.57 -2.20 2.66  -0.573
C -0.72 -0.06 -1.16  -0.256
C -0.99 5.54 -5.90  -0.768
C -2.10 5.07 0.13  -0.770
C 6.33 6.28 2.33  -0.790
C 0.49 -0.61 0.94  -0.087
C 1.77 6.35 4.37  -0.454
C -4.93 -1.17 -2.20  -0.970
C 1.01 0.83 1.11  0.328
C 0.47 -6.94 -0.45  -0.647
C -2.10 7.01 1.70  -0.494
C 3.51 7.72 3.54  -0.575
C -0.38 -3.42 -4.78  -0.677
C 1.72 -4.91 -0.16  -0.734
C 6.49 4.77 2.10  -0.582
B -1.34 0.42 -5.80  0.009
H 1.50 -0.67 -2.51  -0.025
H -5.69 -1.90 -1.92  0.411
H 1.75 -12.64 -0.99  0.426
H -2.08 2.92 -0.31  -0.534
H 0.45 4.46 -2.41  0.040
H -5.41 -0.31 -2.66  0.342
H -0.03 -8.97 -0.90  0.219
H -0.66 3.70 2.67  0.113
H -1.17 4.88 0.68  0.197
H 0.69 3.64 -5.32  0.550
H 2.45 -8.32 -0.56  0.363
H 1.79 -10.20 -2.25  0.345
H -3.23 4.11 1.89  0.313
H -3.63 3.81 -0.71  0.299
H 0.85 -4.27 -0.02  0.344
H 7.20 4.38 2.83  0.493
H -3.19 1.99 3.01  0.385
H -4.25 2.84 1.43  0.398
H 3.92 1.69 -0.94  0.073
H 0.32 -8.72 0.94  0.373
H -1.98 5.11 -5.77  0.249
H -0.95 5.99 4.38  -0.168
H -1.19 6.58 -6.15  0.285
H -5.03 -3.03 -4.26  0.523
H -0.66 3.42 -4.23  -0.325
H -2.74 -1.12 2.67  0.241
H -4.48 -2.74 2.36  0.314
H -1.40 -2.28 -3.51  -0.092
H 2.03 -1.85 -1.34  0.031
H 1.87 -3.18 -4.62  0.451
H -1.60 7.71 1.03  0.372
H 3.06 8.61 3.99  0.530
H -0.49 -6.53 -0.13  0.453
H 1.86 6.14 -3.62  0.456
H -0.51 -4.33 -4.19  0.358
H -2.89 -6.49 5.57  0.334
H -1.85 -11.34 -0.98  0.232
H -2.82 7.43 2.40  0.330
H 7.03 4.53 1.18  0.432
H -2.01 1.63 1.67  -0.142
H -1.32 6.72 2.40  -0.007
H 3.79 6.09 -2.44  0.445
H 4.74 1.25 -2.40  0.366
H -2.88 -3.34 -5.76  0.494
H -1.42 -1.62 -5.04  -0.025
H 5.39 2.46 -1.25  0.357
H -1.64 -1.87 4.49  0.443
H -4.55 -1.54 -4.88  0.368
H -4.47 -6.21 5.22  0.306
H 3.16 -10.45 -1.26  0.423
H 1.13 7.20 4.57  0.339
H 4.46 2.17 2.54  0.158
H -4.65 -0.89 -1.18  0.196
H -2.16 -3.45 4.43  0.392
H 2.50 6.15 5.16  0.436
H 2.11 -11.69 0.29  0.315
H -1.57 -2.17 2.24  -0.031
H 1.04 2.73 0.20  0.121
H 5.06 6.84 0.75  0.370
H 2.70 3.88 -0.81  -0.410
H -2.34 6.07 5.07  0.366
H 6.11 2.39 3.00  0.367
H 4.21 7.25 4.24  0.385
H -0.60 -3.71 -5.81  0.511
H -4.88 -3.97 4.52  0.181
H 1.77 -4.85 -1.25  0.321
H 1.50 3.20 -3.00  0.311
H -1.19 4.83 5.69  0.411
H -5.05 -3.57 6.06  0.581
H -4.33 -6.17 2.78  0.230
H -3.31 -1.68 5.89  0.478
H -2.85 -4.05 -4.23  0.472
H -3.59 -3.04 0.92  0.862
H -1.82 5.52 -0.82  0.771
H -1.40 2.89 4.11  0.752
H 2.26 -9.31 0.65  0.406
H -4.09 -6.16 6.92  0.310
H -0.55 -11.42 -2.27  0.331
H 2.84 4.92 -4.10  0.488
H -0.92 -12.82 -1.34  0.324
H 5.34 8.60 2.59  0.417
H 4.43 4.49 -0.77  0.460
H 2.62 -4.45 0.26  0.314
H 1.02 5.62 4.07  -0.182
H -0.40 5.17 -6.74  0.354
H 2.38 6.00 -1.33  0.454
H 2.89 -1.57 -2.77  0.585
H 6.40 6.51 3.39  0.384
H 3.88 8.50 1.60  0.402
H 7.12 6.87 1.85  0.392
H -5.15 -5.10 1.70  0.399
H 0.40 -6.76 -1.53  0.377
H 5.49 2.37 1.29  0.195
H 0.97 -1.61 -4.63  0.328
H -3.56 -5.95 1.24  0.204
H 4.31 6.06 2.03  0.437
H -0.80 -1.96 -0.13  0.731
H -4.33 -1.65 4.42  0.285

The calculation puts the total energy at -144575.27613 eV. As for the expectation value of S²: 15.7789. Its total charge is +4. Its multiplicity is 8.

=====

Entry 2:
A molecular structure, C61H57CaF4N6Sb. Source: OMol25; level of theory: ωB97M-V/def2-TZVPD.

Each line ends with the Mulliken charge.
Geometry (Å):
Sb -2.94 1.41 0.02  0.797
Ca 2.02 -0.21 -1.03  1.948
F 2.26 3.42 4.69  -0.391
F 3.58 3.39 2.42  -0.416
F 0.40 0.29 0.68  0.536
F -0.78 0.21 3.05  -0.219
N 2.72 -2.07 -2.21  0.959
N 2.62 1.69 0.19  0.424
N 0.84 -0.26 -3.21  0.590
N 1.98 -2.36 0.38  -0.042
N 3.32 -2.19 0.63  1.915
N 3.83 1.14 -2.32  1.004
C 5.08 -2.41 2.24  -0.716
C 3.98 -3.75 -3.99  -1.100
C 0.67 1.85 3.95  -1.063
C 1.15 -2.95 1.16  0.493
C -4.01 -0.99 1.94  -1.471
C -2.39 5.86 -0.10  -0.971
C 1.01 -1.45 -3.80  0.330
C 2.53 -4.60 2.42  -0.075
C 2.46 2.63 2.50  0.820
C 5.43 -3.29 0.04  -1.374
C -1.13 -3.99 1.19  -0.931
C 2.15 -5.02 4.75  -0.607
C -4.08 1.48 4.81  -0.768
C -0.90 3.56 -0.05  0.190
C -0.25 -3.05 0.65  0.823
C -0.68 -2.33 -0.47  0.767
C 1.78 2.63 3.71  0.428
C -3.48 1.47 2.09  0.969
C -1.01 5.94 -0.05  -0.886
C 1.51 -3.66 2.42  0.102
C 4.20 -2.73 -0.43  0.711
C 3.69 1.21 -3.77  -1.184
C 5.08 0.46 -1.98  -1.414
C 0.25 1.06 2.89  0.224
C -3.05 4.63 -0.12  1.062
C -3.91 0.29 2.71  0.924
C -3.33 2.63 2.84  -0.961
C -2.80 -3.47 -0.46  -0.771
C 5.87 -3.18 1.31  -1.303
C 3.86 -1.96 1.92  0.101
C -0.92 -1.09 -5.16  -1.164
C -2.29 3.45 -0.10  0.195
C 2.22 -2.26 -3.44  0.438
C 2.06 1.83 1.40  -0.371
C -6.04 1.57 0.17  -0.222
C 2.85 -5.28 3.58  -0.800
C -0.13 0.56 -3.63  0.322
C 1.12 -4.08 4.76  -0.969
C 3.07 -1.08 2.85  -0.999
C -1.94 -2.54 -1.02  -0.786
C -4.97 1.48 -0.73  0.654
C -4.16 1.30 -3.14  -1.163
C 3.72 2.52 -0.22  -1.446
C 0.80 -3.41 3.59  -0.455
C -4.22 0.32 4.07  -0.696
C -5.24 1.41 -2.09  0.559
C -0.17 1.93 -3.03  -0.455
C -2.39 -4.19 0.65  -1.154
C -7.35 1.59 -0.28  -0.842
C 4.48 -3.62 -2.74  -1.686
C 3.81 -2.79 -1.76  0.799
C -6.56 1.45 -2.53  -0.669
C 0.90 1.08 1.69  -0.130
C 0.12 -1.92 -4.76  -1.045
C -0.25 4.78 -0.02  -1.038
C -4.56 4.62 -0.12  -1.015
C -1.03 0.17 -4.62  -0.745
C -7.61 1.54 -1.64  -0.709
C 3.81 2.49 -1.74  -1.293
C 2.79 -3.08 -4.38  -1.312
C -3.63 2.64 4.20  -0.947
H 2.40 -5.55 5.66  0.399
H -3.04 -1.29 1.54  0.006
H -2.98 6.77 -0.12  0.390
H 0.23 -2.91 -5.16  0.612
H -3.17 1.19 -2.70  -0.730
H 2.39 -3.18 -5.38  0.515
H 5.36 -4.18 -2.46  0.380
H -5.84 1.63 1.23  0.419
H -0.29 2.66 -0.03  0.053
H 4.69 3.06 -2.09  0.433
H -4.56 -0.59 4.55  0.387
H -1.63 -1.43 -5.90  0.408
H -3.51 3.55 4.77  0.426
H 2.76 1.73 -4.02  0.206
H -3.79 -3.62 -0.88  0.433
H -2.97 3.54 2.38  0.381
H -6.77 1.40 -3.60  0.442
H 2.92 2.99 -2.15  0.364
H 6.05 -3.80 -0.69  0.376
H -8.63 1.56 -2.00  0.373
H 0.00 -2.67 3.59  0.722
H 2.04 -0.96 2.52  -0.379
H -4.31 1.48 5.87  0.366
H -4.94 5.64 -0.15  0.466
H -4.14 2.19 -3.78  0.449
H 5.11 -0.52 -2.47  0.433
H -8.16 1.66 0.44  0.441
H 0.58 -3.87 5.67  0.434
H -0.83 -4.58 2.04  0.487
H 0.83 4.82 0.04  0.574
H 3.52 -0.08 2.90  0.472
H 3.65 -6.00 3.58  0.448
H 3.09 -4.78 1.51  0.435
H 0.14 2.68 -3.76  0.470
H 3.05 -1.51 3.85  0.419
H 4.49 -4.40 -4.70  0.409
H 3.66 0.21 -4.18  0.250
H 4.68 2.20 0.21  0.385
H -4.37 -1.81 2.57  0.481
H -1.17 2.21 -2.69  0.159
H -0.53 6.91 -0.02  0.376
H -0.05 -1.60 -0.96  -0.035
H -4.32 0.44 -3.78  0.545
H 5.16 0.29 -0.91  0.252
H -1.80 0.86 -4.93  0.675
H 5.96 1.04 -2.30  0.386
H 0.50 2.02 -2.18  -0.620
H 6.82 -3.59 1.61  0.410
H 4.53 1.76 -4.23  0.396
H 5.47 -2.14 3.21  0.511
H -4.97 4.07 -0.97  0.141
H -4.95 4.14 0.78  0.163
H -2.23 -1.96 -1.88  0.549
H -4.70 -0.91 1.09  0.255
H 3.61 3.57 0.06  0.569
H 0.16 1.85 4.90  0.514
H -3.05 -4.92 1.10  0.413

The calculation puts the total energy at -108969.78193 eV. The relative energy (zero: lowest compared OMol25 entry of this formula, charge and spin) comes out at 0.000 eV.

=====

Entry 3:
A molecular structure, C38H36BBrN2O5PdS. Source: OMol25; level of theory: ωB97M-V/def2-TZVPD.

Each line ends with the Mulliken charge.
Geometry (Å):
Pd 0.04 -0.48 0.00  0.798
Br -2.60 1.45 -1.98  -0.175
S 1.79 -2.76 0.13  0.746
O 0.28 -2.50 0.32  -0.461
O 1.89 -0.48 -2.12  -0.247
O -2.08 -1.88 -1.63  -0.338
O -2.76 -1.35 0.50  -0.363
O 1.92 -0.06 1.00  -0.908
N 1.38 1.92 -0.18  -0.287
N 0.13 1.48 -0.30  -0.095
C 2.46 0.98 0.35  0.283
C 3.02 -5.42 -2.66  -0.672
C 1.14 -4.46 2.21  -0.283
C -6.81 -4.35 0.28  2.063
C -3.23 -2.56 -1.33  0.960
C 3.02 -4.48 -1.65  -0.565
C -1.17 6.96 0.22  -0.620
C 2.17 -3.90 1.48  0.209
C -7.19 -3.82 1.66  -2.090
C -2.00 2.66 -0.65  0.284
C 3.17 -0.07 -1.92  0.859
C 2.77 -5.70 3.48  -0.479
C -3.68 5.83 0.62  -0.582
C 0.60 -4.38 -1.75  -0.444
C 4.79 1.00 -0.55  -0.810
C -3.45 7.13 0.99  -0.488
C 1.45 -5.37 3.22  -0.720
C 1.80 -3.99 -1.19  0.816
C -3.94 -3.45 -2.11  -1.783
C -0.82 2.49 -0.07  -0.569
C 4.17 -0.36 -2.85  -0.798
C -5.53 -3.70 -0.25  0.441
C -2.19 7.71 0.80  -0.415
C 5.48 0.04 -2.63  -0.614
C 3.79 -5.11 2.75  -0.706
C 0.61 -5.32 -2.77  -0.629
C -1.40 5.64 -0.14  -0.283
C 3.47 0.62 -0.75  0.357
C -7.98 -4.04 -0.69  -1.639
C 1.82 -5.85 -3.22  -0.499
C -2.66 5.03 0.06  1.032
C 5.80 0.72 -1.47  -0.824
C 3.50 -4.20 1.75  -0.236
C -4.78 -2.79 0.51  -0.942
C -6.62 -5.87 0.37  -1.596
C -5.09 -4.01 -1.54  -0.450
C -3.65 -2.25 -0.06  0.610
C -2.96 3.69 -0.32  -1.337
B -1.77 -1.13 -0.47  0.155
H -0.61 5.08 -0.64  0.519
H 3.01 -6.41 4.26  0.378
H 3.90 -0.90 -3.76  0.368
H -5.66 -4.71 -2.14  0.351
H -4.66 5.39 0.77  0.329
H -4.01 3.42 -0.38  0.309
H 1.82 -6.60 -4.01  0.385
H -5.04 -2.52 1.53  0.516
H -0.33 -3.95 -1.40  0.404
H -7.36 -2.74 1.65  0.412
H -8.93 -4.33 -0.24  0.446
H -2.01 8.74 1.09  0.370
H 6.24 -0.19 -3.37  0.402
H 0.65 -5.81 3.80  0.403
H -3.62 -3.71 -3.11  0.495
H 0.11 -4.18 2.00  0.406
H -8.01 -2.97 -0.91  0.362
H 4.83 -5.36 2.97  0.385
H -0.56 3.22 0.70  0.675
H 1.80 -0.89 -2.98  0.292
H 1.43 2.86 0.19  0.359
H -5.83 -6.11 1.08  0.382
H 4.30 -3.72 1.20  0.448
H -0.32 -5.64 -3.22  0.455
H 5.04 1.53 0.36  0.310
H -7.55 -6.35 0.71  0.426
H -6.42 -4.05 2.40  0.380
H -0.21 7.41 0.04  0.375
H 3.02 1.65 1.02  0.415
H -4.25 7.72 1.43  0.369
H -8.12 -4.30 1.99  0.445
H 3.96 -5.82 -3.02  0.402
H 3.95 -4.13 -1.22  0.283
H -6.35 -6.29 -0.60  0.333
H 6.82 1.03 -1.28  0.405
H -7.87 -4.58 -1.63  0.339

The calculation puts the total energy at -138240.04388 eV. The relative energy (zero: lowest compared OMol25 entry of this formula, charge and spin) comes out at 0.696 eV. As for the expectation value of S²: 2.0349. Its multiplicity is 3.

=====

Entry 4:
9 unconnected molecules or ions with the total composition C13H36BCl6F4O10. Source: OMol25; level of theory: ωB97M-V/def2-TZVPD.

Each line ends with the Mulliken charge.
Geometry (Å):
Cl 2.08 -3.59 2.85  -0.170
Cl -0.96 -4.35 4.60  -0.158
Cl 4.10 -2.32 1.23  -0.189
Cl -0.17 1.45 5.72  -0.204
Cl -1.51 -1.12 5.88  -0.189
Cl -3.23 -3.19 3.16  -0.200
F -1.17 -0.97 1.64  -0.377
F 0.94 -0.21 1.99  -0.548
F -0.18 0.37 0.06  -0.261
F 0.50 -1.73 0.26  -0.392
O -2.24 2.03 -2.43  -0.549
O -1.99 3.88 -4.89  -0.517
O -2.57 3.35 2.75  -0.596
O 4.33 3.27 -0.65  -0.560
O -2.72 -1.40 -1.37  -0.452
O 1.04 0.21 -2.79  -0.570
O -0.18 4.35 1.42  -0.627
O -1.18 -3.83 -0.05  -0.508
O 3.48 -1.73 -3.37  -0.616
O 2.04 2.10 0.76  -0.507
C 2.35 -1.90 -2.56  0.083
C -0.69 0.06 4.79  0.694
C -0.48 2.97 1.66  0.939
C -2.62 2.59 -4.79  -0.576
C -3.10 -2.77 -1.28  -0.345
C -1.95 2.65 1.68  -0.333
C 1.15 -1.17 -3.14  0.072
C -1.93 1.69 -3.77  -0.032
C 3.22 1.38 0.45  0.605
C 4.41 2.35 0.41  -0.767
C -1.54 -3.78 3.08  0.721
C -1.91 -3.69 -1.29  -0.129
C 2.98 -2.07 2.60  1.043
B 0.04 -0.63 1.01  0.957
H 2.14 -2.97 -2.48  0.347
H -2.16 1.58 1.75  0.036
H -2.32 4.27 2.67  0.345
H -0.75 -2.97 0.18  0.268
H -1.83 1.36 -1.87  0.249
H -2.41 2.94 0.73  0.363
H 0.22 -0.36 4.38  -0.249
H 0.58 0.21 -1.94  0.066
H -3.73 -2.99 -2.15  0.348
H -3.64 2.73 -4.42  0.318
H -0.16 2.69 2.68  0.210
H 1.13 -1.16 -4.23  0.419
H -0.85 1.69 -3.93  0.198
H -0.87 -2.99 2.73  -0.769
H -2.66 2.14 -5.78  0.322
H 3.42 0.60 1.19  -0.130
H 1.36 1.48 1.06  -0.193
H 4.36 2.87 1.37  0.334
H 3.54 -1.85 3.50  0.439
H 3.52 3.79 -0.57  0.327
H -1.14 -3.40 -2.01  -0.026
H 3.81 -0.83 -3.30  0.331
H 2.49 -1.55 -1.53  -0.063
H -1.52 -4.57 2.34  0.316
H 0.06 2.30 1.00  -0.272
H -2.17 -4.70 -1.62  0.357
H 3.11 0.87 -0.52  0.001
H -2.41 -1.10 -0.51  0.164
H -2.28 0.66 -3.91  0.237
H 0.76 4.43 1.59  0.350
H -1.38 0.28 3.98  -0.028
H 5.30 1.73 0.32  0.363
H -2.61 4.45 -5.35  0.294
H -3.72 -2.87 -0.39  0.229
H 2.27 -1.32 2.28  -1.001
H 0.22 -1.70 -2.91  -0.245

The calculation puts the total energy at -121228.12133 eV. The relative energy (zero: lowest compared OMol25 entry of this formula, charge and spin) comes out at 0.000 eV. Its total charge is -1.